ORCA calculation (ωB97M-V/def2-TZVPD) on a molecular structure, C47H52BN7PSTl.

Values from the calculation:
energy above the lowest of the compared OMol25 structures with the same formula, charge and spin	1.780	eV
charge	-1
HOMO energy (alpha / beta)	-0.1527 / -0.1527	Eh
E_LUMO (alpha / beta)	2.5 / 1.9	eV
<S²>	0.78
spin multiplicity	2
orbital gap (alpha / beta)	6.65 / 6.05	eV
strongest force on any atom	0.0097	hartree/bohr

XYZ file:
```
110
Properties=species:S:1:pos:R:3:forces:R:3:mulliken_charge:R:1
Tl 0.594 -0.049 0.016 0.093 -0.340 -0.355 2.948
C 3.207 0.505 -4.776 0.010 0.005 -0.032 -2.207
C 2.349 0.325 -3.526 -0.020 0.056 0.025 3.037
C 0.871 0.281 -3.913 -0.025 0.062 -0.019 -1.321
C 2.701 1.371 -2.494 -0.084 0.011 -0.025 -0.887
C 3.485 2.522 -2.684 0.031 -0.006 0.011 -1.076
C 3.660 3.043 -1.420 0.083 -0.021 -0.009 -0.793
N 3.020 2.258 -0.540 -0.199 0.022 -0.061 0.514
N 2.407 1.245 -1.200 0.262 0.069 0.182 0.504
B 3.005 2.483 1.007 -0.012 0.040 -0.062 -0.820
N 3.244 1.159 1.738 -0.085 -0.086 0.156 -0.480
C 4.264 0.891 2.568 0.032 0.056 -0.012 -0.516
C 4.114 -0.390 3.047 0.012 -0.068 -0.021 -1.408
C 2.939 -0.864 2.438 -0.040 -0.050 -0.100 -0.457
N 2.423 0.086 1.660 0.117 0.153 0.092 1.123
C 2.329 -2.231 2.571 -0.054 0.047 0.095 3.125
C 3.248 -3.307 1.986 0.004 0.010 0.033 -1.537
C 2.021 -2.541 4.038 0.004 -0.027 0.057 -1.905
N 1.732 3.181 1.520 0.066 -0.023 0.006 0.359
C 1.645 4.490 1.828 -0.057 0.005 -0.057 -0.582
C 0.363 4.746 2.254 0.009 -0.005 -0.007 -1.320
C -0.287 3.497 2.181 -0.036 -0.010 -0.065 -0.187
N 0.549 2.562 1.740 0.055 -0.006 -0.033 0.383
C -1.717 3.190 2.519 -0.007 -0.047 -0.005 2.719
C -2.112 3.803 3.862 -0.013 0.011 0.045 -1.926
C -2.671 3.661 1.419 0.003 0.064 0.018 -1.357
H 3.029 -0.321 -5.466 0.004 0.006 0.004 0.438
H 4.272 0.524 -4.536 -0.012 -0.006 0.005 0.435
H 2.958 1.435 -5.297 0.004 -0.008 0.006 0.419
H 2.603 -0.644 -3.086 -0.042 0.071 -0.055 -0.928
H 0.512 1.260 -4.245 0.015 -0.004 0.005 0.296
H 0.245 -0.040 -3.085 -0.048 -0.003 0.083 -0.135
H 0.734 -0.436 -4.727 -0.008 0.022 0.020 0.566
H 3.906 2.889 -3.605 -0.016 0.004 0.025 0.557
H 4.222 3.898 -1.076 -0.022 -0.008 -0.013 0.531
H 3.931 3.220 1.246 0.000 -0.016 -0.030 -0.174
H 5.022 1.635 2.751 -0.023 -0.017 0.005 0.486
H 4.762 -0.918 3.726 -0.014 0.011 -0.010 0.517
H 1.392 -2.222 2.012 0.021 -0.014 -0.054 -1.276
H 4.203 -3.316 2.520 -0.013 -0.007 -0.013 0.313
H 3.441 -3.139 0.928 -0.020 -0.001 -0.030 0.234
H 2.790 -4.293 2.104 0.005 0.019 -0.022 0.410
H 2.947 -2.646 4.613 -0.007 0.011 -0.013 0.404
H 1.473 -3.484 4.119 0.030 -0.004 -0.010 0.406
H 1.419 -1.753 4.491 0.018 -0.013 -0.020 0.379
H 2.505 5.132 1.731 -0.021 -0.009 -0.003 0.521
H -0.043 5.689 2.585 0.010 -0.020 -0.001 0.443
H -1.801 2.106 2.605 0.025 -0.076 -0.024 -1.125
H -2.146 4.895 3.800 0.028 -0.009 -0.001 0.327
H -1.405 3.531 4.648 -0.013 -0.022 -0.022 0.402
H -3.105 3.458 4.157 0.005 0.008 -0.001 0.447
H -2.554 4.733 1.239 -0.016 -0.004 0.015 0.332
H -3.709 3.474 1.710 0.022 -0.008 -0.016 0.441
H -2.479 3.143 0.482 0.042 -0.039 -0.082 0.189
C -5.002 -4.728 -1.728 0.008 0.012 -0.007 -0.539
C -5.001 -4.206 -0.444 0.025 0.030 -0.001 -0.826
C -4.167 -3.141 -0.120 -0.033 -0.024 0.017 -0.434
C -3.320 -2.591 -1.078 -0.035 0.001 0.046 0.597
C -3.312 -3.140 -2.362 -0.007 -0.008 0.001 -0.324
C -4.153 -4.190 -2.689 -0.009 -0.009 0.007 -0.789
P -2.115 -1.260 -0.731 -0.097 0.079 0.049 0.951
C -2.274 -0.959 1.068 -0.043 0.036 0.087 0.854
C -3.486 -0.355 1.620 0.004 0.017 -0.050 -1.522
C -3.961 -0.698 2.872 0.032 -0.026 0.031 -0.619
C -3.226 -1.495 3.735 0.013 0.025 -0.015 -1.082
C -1.833 -1.837 3.370 0.017 -0.009 -0.036 -0.447
C -1.570 -2.026 1.869 -0.022 -0.016 0.092 -0.875
C -2.888 0.202 -1.476 0.061 0.088 0.032 -0.064
C -4.179 0.172 -1.937 -0.007 -0.005 -0.033 -0.493
C -4.750 1.277 -2.599 0.007 -0.026 0.021 -1.084
C -4.002 2.398 -2.780 0.007 -0.009 -0.004 -0.918
C -2.668 2.477 -2.306 -0.022 0.043 0.009 2.176
C -1.950 3.680 -2.489 -0.019 -0.026 0.022 -1.464
C -0.689 3.789 -1.992 0.002 0.011 0.036 -1.708
C -0.097 2.697 -1.325 0.006 0.081 0.002 0.325
C -0.719 1.487 -1.137 0.002 -0.004 -0.071 0.480
C -2.068 1.372 -1.629 0.009 -0.032 0.000 -1.048
H -5.653 -5.556 -1.979 0.004 0.002 -0.002 0.367
H -5.654 -4.624 0.313 0.005 0.002 -0.004 0.443
H -4.181 -2.735 0.884 -0.005 -0.013 -0.014 0.093
H -2.632 -2.740 -3.107 -0.004 0.004 0.008 0.515
H -4.137 -4.601 -3.691 -0.002 0.002 0.007 0.400
H -4.056 0.316 0.988 0.027 0.000 0.003 0.471
H -4.926 -0.319 3.190 0.009 0.002 -0.009 0.471
H -3.594 -1.729 4.726 0.004 -0.012 -0.024 0.343
H -1.389 -2.615 3.985 -0.015 -0.018 0.012 0.692
H -1.386 -3.009 1.457 0.015 -0.029 -0.054 0.415
H -4.776 -0.721 -1.800 -0.002 -0.003 0.000 0.553
H -5.772 1.226 -2.955 0.006 -0.004 0.008 0.401
H -4.416 3.265 -3.285 0.009 -0.003 0.007 0.391
H -2.429 4.503 -3.007 0.002 -0.010 0.003 0.300
H -0.127 4.709 -2.103 0.007 -0.012 0.008 0.458
H 0.906 2.859 -0.962 -0.124 0.015 0.017 0.346
C 0.192 -3.777 -0.630 -0.043 -0.034 0.010 -0.815
C 1.402 -3.109 -1.198 0.080 -0.042 0.155 0.228
C 2.307 -3.751 -2.013 0.029 0.067 -0.066 -1.329
C 3.460 -2.934 -2.063 -0.040 -0.093 0.041 -0.736
C 3.206 -1.836 -1.268 0.089 -0.044 0.285 -0.794
C 4.273 -0.852 -0.873 0.035 -0.015 0.035 -0.943
N 1.929 -1.914 -0.736 -0.097 0.175 -0.231 1.786
H 0.113 -4.779 -1.058 0.025 -0.003 0.016 0.584
H -0.749 -3.270 -0.825 0.060 -0.007 -0.006 -0.142
H 0.290 -3.893 0.456 0.001 0.001 -0.010 -0.184
H 2.164 -4.727 -2.458 0.004 0.028 0.008 0.456
H 4.399 -3.142 -2.558 -0.021 0.007 0.016 0.473
H 5.159 -1.406 -0.554 0.016 -0.018 -0.031 0.437
H 3.974 -0.220 -0.046 0.042 -0.073 -0.052 0.010
H 4.576 -0.197 -1.695 -0.002 -0.022 0.022 0.208
S -0.751 -0.309 3.355 -0.061 0.163 -0.022 -0.313
C -0.793 -0.769 1.615 -0.050 -0.026 0.027 0.480
```
Positions in Å, forces in eV/Å.